Below is C24H50ClFP2PdSi2 as an isolated structure, with properties calculated with wB97M-V/def2-TZVPD.

The geometry in XYZ format:
```
81
Properties=species:S:1:pos:R:3:mulliken_spin:R:1
C -1.59 2.74 -0.12 0.758
Si 0.07 3.19 2.17 0.048
P -1.23 -1.33 -1.51 0.303
C 3.86 -3.14 -1.49 0.057
H -2.18 3.05 3.23 -0.003
H -3.65 -1.31 -1.90 0.017
H -2.71 -4.83 -1.43 0.002
C 0.57 -1.50 -3.68 0.067
H 0.12 1.41 -2.67 -0.041
H 1.79 4.53 3.33 -0.003
H -1.04 -0.10 -3.55 -0.028
H 0.98 1.62 3.87 0.014
H 2.33 4.17 1.67 -0.005
H -4.68 2.90 -1.00 0.002
C -1.38 -3.16 -1.23 -0.005
H -4.14 0.70 -4.12 -0.004
H -2.88 -1.75 -4.10 0.001
H 0.04 -3.57 0.37 0.000
H 2.42 -1.59 4.93 0.001
H 1.13 -0.38 4.80 0.004
H 3.73 -4.11 -1.00 0.006
H 4.86 1.25 0.33 0.000
C -4.70 1.80 -1.00 0.010
C -1.82 -1.97 -4.25 -0.002
H 1.18 -2.94 3.57 0.000
C -1.04 -3.54 0.21 0.030
H 1.07 5.39 1.94 0.000
C 1.98 -1.04 2.90 -0.003
H 1.28 -0.86 -3.15 0.005
H 0.80 -2.55 -3.44 -0.001
C 2.10 -0.69 4.39 0.023
C 3.96 0.64 0.49 0.058
Pd 0.24 0.09 -0.24 0.757
H -1.47 -2.82 0.92 0.006
H 2.97 -1.32 2.52 -0.002
H -2.43 1.20 -4.27 -0.005
H 0.74 -1.37 -4.76 0.002
H -3.54 -3.33 -1.00 0.005
H 4.28 -0.35 0.84 0.001
P 1.46 0.37 1.81 0.297
H -2.47 3.16 0.37 0.069
H -5.60 1.47 -1.52 0.005
H -0.60 -3.59 -1.90 -0.003
C 1.47 4.42 2.29 0.032
C -0.88 -1.17 -3.35 0.006
C -2.93 -0.68 -1.36 -0.022
H -1.59 -1.72 -5.30 0.002
C 1.04 -2.24 2.74 0.033
H 1.25 -2.78 1.81 -0.001
Cl 2.48 -2.05 -0.94 0.240
H -1.15 4.27 4.02 0.005
H 1.68 2.40 -0.72 -0.037
C -1.62 1.98 -1.31 0.365
C 0.61 2.27 -0.64 0.116
H -0.01 -1.92 2.71 0.005
H -0.46 0.95 3.04 0.029
Si -3.18 1.13 -1.87 0.075
H 2.71 2.28 1.10 -0.018
H -3.00 -3.62 -2.67 -0.003
H -3.15 -0.74 -0.28 0.031
H 4.72 2.26 2.52 0.001
H -1.44 -4.54 0.43 0.000
C 3.06 1.33 1.52 0.005
C 3.86 1.62 2.79 -0.002
C -1.44 3.85 3.05 0.015
H 4.27 0.70 3.23 0.002
H 3.46 0.51 -0.47 0.004
H 3.80 -3.22 -2.58 0.000
H 2.83 0.09 4.60 -0.003
H -1.66 -3.05 -4.14 0.001
H 3.30 2.16 3.56 0.001
H -3.67 2.40 -3.88 -0.001
H -1.91 4.64 2.45 0.002
F -1.19 -0.51 1.24 0.184
H 4.80 -2.66 -1.19 -0.001
C -3.36 1.36 -3.72 0.035
C -0.24 1.73 -1.69 0.179
H -4.74 1.45 0.04 -0.002
C 0.50 1.49 2.89 -0.036
C -2.74 -3.75 -1.62 0.024
C -0.27 2.84 0.37 0.293
```

Spin multiplicity: 5

Below is a 4-piece molecular cluster, C24H50N2O12S overall, with properties calculated with wB97M-V/def2-TZVPD.

The geometry in XYZ format:
```
89
Properties=species:S:1:pos:R:3:mulliken_charge:R:1
H -4.39 -8.16 -6.30 0.324
N -0.66 -5.23 2.07 -0.747
H 1.74 5.22 1.60 0.213
O -2.83 5.57 -1.93 -0.289
H -5.08 -6.30 -1.83 0.397
H -1.88 -6.48 -3.72 0.118
C 1.14 1.52 3.53 -0.462
O 5.24 -4.29 2.31 -0.344
C 2.45 4.50 2.01 -0.688
H 2.85 -3.45 2.47 0.363
C -2.87 -2.62 -3.09 -0.727
C -0.91 5.88 -0.48 -0.030
H -2.75 -7.48 -6.35 0.232
O 2.99 2.30 5.86 -0.292
H 1.01 1.73 4.59 0.115
H -3.18 -2.69 -2.04 0.310
H 0.81 8.49 -1.95 0.338
C -1.91 -6.06 -2.71 -0.432
H 5.03 -2.40 1.61 0.414
C -0.07 8.15 -2.50 -0.558
C -4.35 -6.09 -2.61 -0.288
C -1.63 -4.69 1.41 0.072
H 4.31 0.62 3.30 0.365
H -0.03 8.57 -3.52 0.393
H -0.04 3.14 2.83 0.375
H -1.11 -6.55 -2.14 0.453
H -2.63 -5.06 1.33 0.454
H -2.08 -1.87 -3.19 0.301
H 1.64 2.60 7.33 0.234
H 3.76 2.29 3.30 0.126
H -1.68 4.01 -1.19 0.343
H 5.30 -6.23 2.85 0.383
C 3.13 -3.43 1.43 -0.524
C 0.99 2.77 2.70 -0.446
H -3.73 -2.30 -3.68 0.249
O 1.89 3.79 3.09 -0.328
H -3.19 -8.58 -5.04 0.356
O -1.26 -3.55 0.78 -0.279
H 2.95 -1.32 1.24 0.084
C -4.73 -6.94 -3.80 -0.562
H 3.04 -2.17 -0.29 0.406
H -2.47 3.98 -3.21 0.351
C -2.06 4.99 -0.89 -0.633
H -4.13 4.07 -2.54 0.323
H 0.33 0.84 3.24 0.410
H 1.12 2.52 1.64 0.322
H -0.57 -4.45 -3.09 0.442
H 3.32 5.04 2.39 0.283
H -1.66 -4.19 -1.71 -0.113
H -0.47 5.43 0.42 0.167
C 3.57 1.30 3.72 -0.316
C 4.65 -3.39 1.36 -0.844
C 2.61 -2.20 0.71 -0.209
H 1.99 0.89 7.02 0.363
C -1.08 9.65 -0.97 -0.779
C -3.28 4.66 -2.90 -0.775
C 0.05 -3.44 1.14 0.465
O -3.10 -6.41 -2.03 -0.440
H 2.81 -4.35 0.94 0.452
H -1.26 6.87 -0.20 0.113
H 5.00 -3.61 0.35 0.422
C -0.03 6.64 -2.63 -0.312
H -4.65 -8.00 -3.53 0.344
H -3.59 5.24 -3.77 0.231
H -0.94 10.61 -1.49 0.323
H -5.79 -6.74 -4.04 0.378
C 2.43 1.89 7.09 -0.790
H 3.55 0.31 5.62 0.349
C -3.56 -7.78 -5.69 -0.778
O -2.46 -3.87 -3.60 -0.340
S 0.81 -2.01 0.51 -0.237
O -3.95 -6.65 -4.94 -0.301
H -1.98 9.72 -0.36 0.234
O 5.10 -6.00 0.87 -0.474
N 0.44 -4.40 1.90 -0.006
O -1.27 8.59 -1.88 -0.303
O 0.16 5.94 -1.41 -0.393
O 2.32 0.77 3.29 -0.278
H 3.18 1.91 7.89 0.322
H 4.83 1.52 5.41 0.400
C 3.77 1.31 5.22 -0.619
H -2.71 4.85 -0.01 0.385
H -0.90 6.27 -3.17 0.122
H 2.79 3.83 1.22 0.351
C 5.21 -5.58 1.98 0.126
H 0.86 6.40 -3.22 0.393
H -4.42 -5.03 -2.86 0.117
H -0.23 9.47 -0.31 0.354
C -1.60 -4.58 -2.73 -0.025
```

Structure (SMILES): O=COCCCSc1nnco1.COCCOCCOC.COCCOCCOC.COCCOCCOC
Relative energy (zero: lowest compared OMol25 entry of this formula, charge and spin), eV: 0.000

Below is a 2-piece molecular cluster, C24H50N4O overall, with properties calculated with wB97M-V/def2-TZVPD.

The geometry in XYZ format:
```
79
Properties=species:S:1:pos:R:3:mulliken_charge:R:1
H -1.42 -0.34 4.90 0.444
H -3.34 -2.00 3.14 0.448
C -3.36 -2.88 0.64 -0.204
H -1.96 -4.68 3.27 0.386
C -0.33 2.80 -4.45 -1.414
C -2.79 -4.10 2.85 -0.952
C 0.09 0.13 2.31 -1.212
H 0.69 -1.47 0.95 0.106
C -0.50 2.67 -2.93 1.851
C 1.78 3.83 -2.80 1.380
H 3.60 -3.52 1.80 0.285
H 0.92 3.94 -5.79 0.367
H 4.96 -2.49 0.27 0.282
O 0.78 2.67 -0.97 -0.755
H -2.07 -1.51 -2.30 0.482
H -0.22 1.16 2.14 0.288
H -1.29 4.70 -2.60 0.382
H 3.39 2.39 -2.77 0.301
C 2.37 4.66 -1.67 -1.778
C -1.06 -1.13 4.24 -1.018
N 3.06 -0.34 1.75 -0.058
N 4.37 -1.67 0.21 -0.578
H -1.02 -3.27 4.58 0.187
H -1.30 2.68 -4.93 0.499
H -3.21 -1.87 1.05 0.105
C 2.07 0.17 0.73 -1.390
H 3.10 5.36 -2.09 0.403
C 2.92 3.07 -3.49 -1.648
C 2.50 -2.62 3.29 -0.219
H -2.10 -2.39 5.62 0.349
H -3.98 -2.62 -1.41 0.388
C 3.58 -1.55 1.36 0.261
H -2.37 -0.74 -0.75 0.311
H -2.55 -4.83 0.86 0.521
H 0.29 1.97 -4.79 0.390
H 1.94 5.40 -4.26 0.570
H -1.27 -1.56 2.11 -0.793
H 2.41 -0.04 -0.29 0.056
C -2.45 -3.87 1.37 -0.440
C 0.67 -0.37 0.99 1.018
C -1.12 -0.70 2.77 0.676
H 3.84 0.32 1.75 0.342
H 0.05 0.00 0.18 -0.136
H 3.78 -1.81 -0.61 0.270
C -2.99 -2.85 3.72 -0.820
H -0.47 4.82 -5.23 0.339
H 2.72 -1.81 3.98 0.362
H -3.79 -3.10 4.42 0.490
H 1.60 5.23 -1.15 0.400
C -1.76 -2.47 4.58 -0.641
N 3.28 -2.61 2.10 -0.110
C -0.98 1.25 -2.65 -2.169
H 2.88 4.04 -0.94 0.261
H 0.85 0.13 3.10 0.565
H -3.66 -4.75 2.91 0.372
H -1.20 1.12 -1.59 0.237
H -1.89 1.04 -3.22 0.461
H -2.01 -0.07 2.64 0.595
H 3.68 3.75 -3.87 0.374
C 0.31 4.13 -4.91 -0.673
C -2.07 -1.68 -1.22 -0.817
H 1.38 -4.22 4.16 0.344
H 0.52 5.50 -3.27 0.335
H -1.40 -3.59 1.26 -0.049
H -4.41 -3.14 0.79 0.472
H -1.69 3.52 -1.34 0.314
C -1.56 3.66 -2.41 -1.799
C -3.05 -2.80 -0.86 -0.993
H 2.55 2.47 -4.32 0.368
H 0.73 -3.53 2.56 0.085
H 2.03 1.26 0.81 0.535
C 1.47 -3.51 3.35 -0.587
H -2.51 3.47 -2.91 0.395
C 1.14 4.79 -3.81 -1.343
H -1.05 -1.93 -0.95 0.103
H -0.01 -1.26 4.50 0.181
H -2.67 -3.76 -1.22 0.366
H -0.22 0.52 -2.94 0.488
N 0.81 2.83 -2.30 0.810
```

Relative energy (zero: lowest compared OMol25 entry of this formula, charge and spin), eV: 0.000

Calculated values (eV/Å) of F_max for the records, taken in order: 2.3, 0.9, 1.6.
Calculated values (Eh) of total energy for the records, taken in order: -2893.972226, -2354.801920, -1238.444736.